Formula: C27H29B2F7I2NbO4
Source: the OMol25 dataset
Level of theory: ωB97M-V/def2-TZVPD

* HOMO-LUMO gap: 6.6 eV
* total charge: -1
* highest occupied orbital energy: -5.08 eV
* LUMO level: 1.475 eV

The geometry in XYZ format:
```
72
C27H29B2F7I2NbO4 ωB97M-V/def2-TZVPD
C 1.575 -3.699 5.259
C 0.751 -2.950 4.771
C -0.181 -1.953 4.193
Nb 0.611 -1.046 2.228
C -1.334 0.053 1.819
B -1.833 0.910 3.039
O -2.298 0.351 4.220
O -1.862 2.325 2.936
B 1.440 0.662 3.574
O 2.186 0.322 4.745
O 1.322 2.037 3.357
C 1.613 -0.309 0.318
I 3.557 -1.270 -0.084
C 1.864 1.266 0.238
C 1.828 1.632 -1.301
I 3.868 1.904 0.860
C -0.075 -3.026 1.219
F -0.639 -3.957 2.106
F 1.076 -3.673 0.724
C -1.035 -2.907 0.059
C -2.423 -3.074 0.241
C -3.334 -2.993 -0.808
C -2.914 -2.760 -2.120
C -1.539 -2.629 -2.326
C -1.005 -2.396 -3.744
F 0.130 -3.069 -3.951
F -1.953 -2.746 -4.645
F -0.789 -1.061 -3.870
C -0.641 -2.694 -1.269
H 2.439 -4.152 5.711
H -1.211 -2.334 4.073
H -0.248 -1.118 4.917
H 2.177 -1.913 2.607
H -1.326 0.631 0.876
H -2.105 -0.742 1.696
H -2.550 1.030 4.855
H -1.109 2.732 3.385
H 1.566 0.277 5.484
H 2.092 2.440 3.791
H 1.020 -0.554 -0.585
H 1.079 1.884 0.695
H 0.985 1.151 -1.822
H 2.801 1.410 -1.767
H 1.674 2.730 -1.349
H -2.831 -3.262 1.240
H -4.406 -3.106 -0.609
H -3.598 -2.679 -2.969
H 0.438 -2.594 -1.454
F 3.015 3.569 5.410
C 3.071 4.872 5.083
C 3.613 5.770 5.982
C 3.675 7.114 5.642
C 3.185 7.543 4.415
C 2.639 6.628 3.525
C 2.585 5.282 3.857
H 3.982 5.417 6.937
H 4.104 7.827 6.334
H 3.230 8.593 4.153
H 2.254 6.962 2.570
H 2.170 4.554 3.171
F -4.707 -0.916 -9.930
C -3.702 -1.675 -9.450
C -3.480 -1.719 -8.087
C -2.448 -2.506 -7.593
C -1.648 -3.228 -8.469
C -1.881 -3.170 -9.837
C -2.919 -2.393 -10.332
H -4.111 -1.142 -7.422
H -2.268 -2.554 -6.530
H -0.840 -3.838 -8.083
H -1.254 -3.730 -10.519
H -3.121 -2.341 -11.394
```

Formula: C4H26O8
Source: the OMol25 dataset
Level of theory: ωB97M-V/def2-TZVPD

* SMILES: CCCC.O.O.O.O.O.O.O.O
* HOMO-LUMO gap: 10.9 eV
* ΔE to the lowest compared entry with this formula, charge and spin: 2.044 eV
* highest occupied orbital energy: -10.73 eV
* LUMO level: 0.199 eV

The geometry in XYZ format:
```
38
C4H26O8 ωB97M-V/def2-TZVPD
C 0.012 1.844 -1.440
C 0.186 0.384 -0.972
C -0.403 0.215 0.428
C -0.522 -1.276 0.820
H 0.702 2.191 -2.211
H 0.119 2.535 -0.599
H -0.997 1.940 -1.840
H 1.223 0.074 -1.086
H -0.298 -0.242 -1.730
H 0.359 0.669 1.067
H -1.300 0.747 0.724
H -1.533 -1.565 1.071
H 0.258 -1.578 1.524
H -0.231 -1.915 -0.014
O 4.315 -1.896 -0.441
H 3.977 -2.633 0.070
H 3.604 -1.628 -1.045
O -3.546 2.642 -0.505
H -2.760 2.092 -0.474
H -4.329 2.128 -0.289
O -2.664 0.726 -3.261
H -2.982 1.637 -3.359
H -1.733 0.914 -3.085
O -0.423 0.919 3.686
H 0.521 1.136 3.764
H -0.910 1.342 4.398
O 1.716 2.602 3.408
H 2.538 2.834 2.959
H 1.081 2.608 2.675
O -0.445 -2.633 -3.363
H -1.309 -3.009 -3.578
H -0.225 -2.216 -4.207
O 1.838 -2.248 -1.752
H 0.893 -2.101 -1.633
H 1.867 -2.907 -2.453
O 0.404 -1.600 4.571
H 1.099 -1.877 3.975
H -0.104 -0.855 4.196
```

Formula: C32H59N4O4
Source: the OMol25 dataset
Level of theory: ωB97M-V/def2-TZVPD

* HOMO-LUMO gap: 8.6 eV
* ΔE to the lowest compared entry with this formula, charge and spin: 0.000 eV
* total charge: +1
* highest occupied orbital energy: -12.14 eV
* LUMO level: -3.504 eV

The geometry in XYZ format:
```
99
C32H59N4O4 ωB97M-V/def2-TZVPD
C 0.271 -4.487 -2.229
C -0.995 -4.947 -2.978
C -1.466 -3.949 -4.052
C -2.544 -2.988 -3.501
C -2.526 -1.598 -4.131
C -1.322 -0.716 -3.729
C -0.894 -0.821 -2.266
C -1.760 0.026 -1.301
N -0.840 0.548 -0.215
C -0.619 -0.456 0.848
C 0.856 -0.828 1.032
C 0.920 -2.005 2.041
C 2.121 -2.962 1.800
C 3.029 -3.023 3.053
C 4.538 -3.021 2.738
O 4.869 -3.824 1.602
C 5.177 -3.124 0.474
C 4.490 -3.608 -0.797
O 5.936 -2.176 0.441
C -1.312 1.757 0.231
N -1.058 2.828 -0.461
C -0.258 2.903 -1.687
C -0.981 3.820 -2.701
O -0.323 3.594 -3.934
C -1.222 3.300 -4.992
C -0.476 2.870 -6.237
N -2.111 1.944 1.388
O -1.617 2.994 2.174
C -1.358 2.509 3.509
C 0.055 1.971 3.681
C 0.085 0.884 4.757
C 1.111 3.063 3.937
C 2.536 2.574 3.567
C 1.138 3.518 5.417
C -3.508 2.079 1.090
C -4.127 3.293 0.954
C -5.471 3.290 0.697
N -6.227 2.212 0.575
C -5.580 1.063 0.692
C -4.246 0.930 0.952
H 0.860 -5.335 -1.876
H -0.004 -3.922 -1.333
H 0.937 -3.894 -2.858
H -0.781 -5.923 -3.415
H -1.802 -5.101 -2.259
H -0.621 -3.403 -4.476
H -1.944 -4.550 -4.827
H -2.503 -2.963 -2.408
H -3.518 -3.426 -3.733
H -2.516 -1.703 -5.218
H -3.440 -1.066 -3.849
H -0.446 -0.928 -4.346
H -1.587 0.325 -3.942
H -0.861 -1.842 -1.888
H 0.123 -0.431 -2.174
H -2.569 -0.552 -0.859
H -2.104 0.895 -1.863
H -1.129 -1.373 0.541
H -1.034 -0.196 1.823
H 1.346 -1.086 0.095
H 1.346 0.011 1.534
H 0.011 -2.591 1.850
H 0.829 -1.662 3.069
H 2.650 -2.631 0.910
H 1.718 -3.963 1.664
H 2.742 -3.855 3.697
H 2.865 -2.113 3.636
H 4.845 -1.982 2.631
H 5.047 -3.437 3.607
H 3.776 -4.396 -0.553
H 5.219 -3.972 -1.514
H 3.926 -2.764 -1.190
H -1.446 3.704 -0.126
H 0.677 3.406 -1.439
H -0.117 1.952 -2.181
H -0.861 4.873 -2.433
H -2.027 3.517 -2.804
H -1.766 4.221 -5.241
H -1.957 2.522 -4.749
H 0.145 1.994 -6.040
H 0.171 3.661 -6.615
H -1.190 2.632 -7.025
H -1.562 3.290 4.241
H -2.047 1.679 3.676
H 0.342 1.500 2.731
H -0.349 -0.051 4.400
H 1.098 0.686 5.106
H -0.485 1.181 5.642
H 0.869 3.911 3.289
H 2.581 1.501 3.364
H 3.216 2.754 4.400
H 2.949 3.143 2.735
H 0.116 3.668 5.767
H 1.665 2.755 5.987
H 1.727 4.431 5.486
H -3.573 4.216 1.054
H -5.961 4.253 0.587
H -6.165 0.154 0.579
H -3.743 -0.018 1.073
```

Formula: C5H5N2O2
Source: the OMol25 dataset
Level of theory: ωB97M-V/def2-TZVPD

* HOMO-LUMO gap (alpha / beta): 8.5 / 8.5 eV
* ΔE to the lowest compared entry with this formula, charge and spin: 4.463 eV
* total charge: +1
* highest occupied orbital energy (alpha / beta): -14.79 / -14.79 eV
* LUMO level (alpha / beta): -6.248 / -6.248 eV

The geometry in XYZ format:
```
14
C5H5N2O2 ωB97M-V/def2-TZVPD
C -1.184 1.550 -0.193
C -0.640 1.115 1.105
C -1.439 -0.201 0.860
C -2.191 0.541 2.195
C 1.104 -0.807 0.709
N -0.050 -0.165 1.205
N -1.679 0.375 -0.515
O -3.140 0.114 2.736
O -1.319 1.480 2.301
H -1.258 2.518 -0.684
H 2.088 -0.253 1.052
H 0.927 -1.916 1.044
H 1.239 -0.966 -0.441
H -2.216 0.123 -1.321
```

Formula: C4H6S3
Source: the OMol25 dataset
Level of theory: ωB97M-V/def2-TZVPD

* SMILES: S=CS[C@@H]1C[C@@H]1S
* HOMO-LUMO gap: 8.6 eV
* ΔE to the lowest compared entry with this formula, charge and spin: 0.658 eV
* highest occupied orbital energy: -8.79 eV
* LUMO level: -0.182 eV

The geometry in XYZ format:
```
13
C4H6S3 ωB97M-V/def2-TZVPD
S 2.324 0.317 0.767
C 1.848 -0.329 -0.644
S 0.365 -1.037 -1.087
C -0.629 -1.019 0.433
C -2.121 -1.048 0.281
C -1.467 0.175 0.810
S -1.509 1.698 -0.127
H 2.511 -0.320 -1.531
H -0.199 -1.632 1.198
H -2.527 -0.990 -0.732
H -2.682 -1.700 0.922
H -1.579 0.331 1.887
H -0.194 1.987 0.119
```

Formula: C5H5NO
Source: the OMol25 dataset
Level of theory: ωB97M-V/def2-TZVPD

* SMILES: C#C/C([O-])=C1\C[NH2+]1
* HOMO-LUMO gap: 8.9 eV
* ΔE to the lowest compared entry with this formula, charge and spin: 4.699 eV
* highest occupied orbital energy: -8.24 eV
* LUMO level: 0.611 eV

The geometry in XYZ format:
```
12
C5H5NO ωB97M-V/def2-TZVPD
C 3.061 -0.278 -0.292
C 1.978 0.021 0.142
C 0.655 0.354 0.673
O 0.447 0.398 1.890
C -0.344 0.650 -0.319
C -1.207 -0.429 -0.819
N -1.691 0.430 0.293
H 4.022 -0.541 -0.677
H -1.088 -1.469 -0.508
H -1.759 -0.312 -1.752
H -2.414 1.119 0.124
H -1.662 0.056 1.246
```

Number 1: electronic energy -74785.2784 eV. Number 2: electronic energy -20949.5006 eV. Number 3: electronic energy -48282.5219 eV. Number 4: electronic energy -12327.1324 eV. Number 5: electronic energy -36749.6007 eV. Number 6: electronic energy -8798.7204 eV.